This record from the OMol25 dataset describes C56H50Cl5N4O2Pt as an isolated structure. The level of theory is the ωB97M-V functional and the def2-TZVPD basis.

- max |F| (hartree/bohr) = 0.0918
- molar mass (g/mol) = 1183.4
- total charge = -1
- Kohn-Sham gap (spin up / spin down) (eV) = 4.7 / 4.7
- calculated total energy (eV) = -134798.4526

The geometry in XYZ format:
```
118
Properties=species:S:1:pos:R:3:forces:R:3
Pt -1.3175 1.4775 0.2549 -1.43 -0.27 -1.24
O -0.7442 3.7236 0.0299 -0.66 -1.87 -1.69
C -0.3347 4.5388 0.9072 0.21 0.70 1.47
C 0.2474 5.7692 0.4792 -0.16 -0.35 -0.21
C 0.6467 6.7386 1.3524 -0.05 0.15 0.35
C 0.4605 6.5771 2.7305 0.18 0.42 -0.03
C -0.0772 5.4045 3.1900 -0.04 -0.44 -0.16
C -0.4378 4.3497 2.3304 0.16 0.91 -0.91
C -0.7935 3.1245 2.9491 -0.27 -2.01 0.66
N -0.8484 1.9418 2.4104 0.10 2.22 -0.45
N -0.8275 0.9004 3.2200 0.45 -1.77 2.24
C -0.8840 -0.2979 2.6573 -0.27 2.17 1.00
O -1.2838 -0.5302 1.4981 -0.41 0.06 -2.14
C -0.3272 -1.4109 3.4617 -0.04 -0.15 -0.22
C 0.3291 -2.4216 2.7649 -0.04 0.13 0.13
C 0.9151 -3.4694 3.4457 0.11 -0.17 0.09
C 0.8396 -3.5182 4.8283 0.05 -0.09 0.06
C 0.2070 -2.5004 5.5249 0.00 -0.08 0.11
C -0.3717 -1.4435 4.8485 -0.03 0.04 0.00
H 0.3577 5.9025 -0.5858 0.03 0.02 -0.17
H 1.1024 7.6456 0.9788 0.01 0.10 -0.07
H 0.7430 7.3640 3.4173 0.02 -0.01 0.03
H -0.1893 5.2462 4.2550 -0.05 -0.02 0.11
H -0.8863 3.1457 4.0386 0.04 0.00 0.08
H 0.3864 -2.3496 1.6892 -0.08 -0.08 -0.10
H 1.4283 -4.2531 2.9061 0.04 -0.06 -0.08
H 1.2700 -4.3479 5.3698 0.09 -0.08 0.02
H 0.1673 -2.5396 6.6046 -0.03 0.02 0.08
H -0.8575 -0.6408 5.3793 -0.06 0.13 0.01
C 0.4235 3.7265 -3.0515 -0.02 -0.09 0.19
C 0.9187 2.3949 -2.4892 0.00 0.07 -0.16
C 1.8269 1.7163 -3.5172 -0.18 -0.04 0.11
C 1.6478 2.5656 -1.1767 -0.27 -0.42 0.15
C 2.4885 3.6504 -0.9990 0.18 -0.02 0.10
C 3.1789 3.8389 0.1836 0.10 -0.08 -0.05
C 3.0668 2.8981 1.1875 0.04 0.12 -0.16
C 2.2671 1.7733 1.0441 -0.40 -0.36 -0.15
C 2.2579 0.7569 2.1638 0.05 -0.03 0.15
C 2.1554 1.4117 3.5454 -0.10 -0.01 -0.12
C 3.5238 -0.1053 2.1358 -0.20 -0.10 -0.08
C 1.5167 1.6110 -0.1419 1.80 1.24 -0.21
N 0.6161 0.5497 -0.3072 -0.37 -2.46 0.05
C 1.0185 -0.6767 -0.6379 -0.39 4.51 1.33
C 0.2008 -1.8628 -0.8406 -3.45 -2.53 -0.42
N -1.0940 -1.9586 -0.9214 2.12 2.27 0.59
C -1.7488 -2.9498 -1.6014 -0.53 -1.74 -0.72
C -1.7631 -2.8685 -3.0211 0.09 0.21 0.16
C -2.1833 -3.9509 -3.7704 0.01 -0.28 0.08
C -2.6413 -5.1067 -3.1686 -0.09 -0.08 0.02
C -2.8237 -5.1038 -1.8014 0.06 -0.05 -0.28
C -2.4451 -4.0312 -1.0059 -0.06 0.21 0.16
C -2.8448 -4.1389 0.4510 0.03 0.01 0.36
C -1.7958 -4.9147 1.2529 -0.24 0.06 -0.06
C -3.1800 -2.7897 1.0712 0.04 -0.19 -0.12
C -1.4122 -1.6091 -3.7803 0.17 0.20 0.00
C 0.0945 -1.4144 -3.9602 -0.22 -0.06 -0.20
C -2.0808 -0.3696 -3.1843 0.19 -0.15 -0.07
C 1.1287 -2.9803 -1.1386 0.36 -0.31 -0.16
C 0.9751 -4.3287 -1.3380 -0.23 0.22 0.09
C 2.1127 -5.0930 -1.6651 0.23 -0.16 -0.12
C 3.3553 -4.5369 -1.8332 -0.01 -0.11 0.05
C 3.5418 -3.1503 -1.6356 0.08 0.15 0.01
C 4.7288 -2.4028 -1.8212 -0.18 0.16 0.04
C 4.7084 -1.0428 -1.6182 0.39 -0.23 -0.09
C 3.5704 -0.3383 -1.1883 -0.69 0.03 0.08
C 2.3865 -1.0311 -0.9852 1.57 -0.42 -0.64
C 2.4147 -2.4261 -1.2509 -0.33 0.42 0.16
H -0.2290 3.5533 -3.9050 -0.04 0.00 -0.13
H 1.2507 4.3486 -3.3874 0.12 0.05 -0.10
H -0.1331 4.2603 -2.2876 -0.08 0.09 0.02
H 0.0474 1.7535 -2.3108 0.08 0.07 -0.05
H 2.6999 2.3367 -3.7172 0.12 0.06 0.00
H 1.2875 1.5723 -4.4506 -0.04 -0.02 -0.17
H 2.1649 0.7451 -3.1681 0.10 -0.14 -0.03
H 2.6112 4.3680 -1.7967 -0.10 0.07 -0.04
H 3.8007 4.7139 0.3169 0.02 0.03 0.02
H 3.6154 3.0386 2.1071 0.01 -0.02 0.11
H 1.4020 0.0953 2.0249 0.02 0.09 0.04
H 3.1282 1.7747 3.8715 0.19 0.04 0.05
H 1.8010 0.6840 4.2724 -0.02 -0.03 0.06
H 1.4679 2.2519 3.5351 -0.06 0.00 0.06
H 4.4103 0.5211 2.2278 0.12 0.05 0.02
H 3.5973 -0.6735 1.2142 0.11 -0.08 0.03
H 3.5036 -0.8102 2.9649 0.03 -0.07 0.14
H -2.1387 -3.8921 -4.8494 -0.01 0.10 -0.09
H -2.9229 -5.9661 -3.7554 -0.05 -0.12 -0.12
H -3.2674 -5.9686 -1.3239 -0.10 0.02 0.08
H -3.7646 -4.7435 0.4763 0.17 0.07 -0.15
H -2.0721 -4.9516 2.3061 0.05 0.03 0.10
H -0.8230 -4.4413 1.1676 0.21 0.06 0.05
H -1.7257 -5.9398 0.8865 0.12 -0.06 -0.05
H -3.4765 -2.9101 2.1146 0.00 0.00 0.03
H -4.0047 -2.3255 0.5299 -0.06 0.09 -0.01
H -2.3313 -2.1143 1.0277 -0.11 0.03 0.13
H -1.8322 -1.7406 -4.7873 0.04 -0.07 0.15
H 0.5604 -1.1133 -3.0300 0.15 0.11 -0.03
H 0.2832 -0.6354 -4.6951 0.06 0.13 -0.06
H 0.5635 -2.3345 -4.3087 0.10 -0.05 0.01
H -1.6881 -0.1297 -2.1914 -0.07 0.10 -0.19
H -3.1522 -0.5362 -3.0839 -0.11 0.07 0.03
H -1.9257 0.4820 -3.8438 0.01 0.08 -0.01
H 0.0193 -4.8224 -1.2599 -0.11 0.02 -0.02
H 1.9849 -6.1568 -1.8147 0.02 -0.04 -0.01
H 4.1993 -5.1549 -2.1112 0.02 -0.04 -0.03
H 5.6333 -2.8967 -2.1486 0.07 -0.02 0.00
H 5.6145 -0.4752 -1.7951 -0.01 -0.01 0.05
H 3.6515 0.7267 -1.0349 -0.05 0.04 0.02
Cl -2.5350 2.8561 -2.4707 0.24 0.11 -0.39
C -3.6543 2.8799 -1.1794 0.10 -0.32 0.28
C -3.3406 2.1473 -0.0312 1.28 0.35 1.00
C -4.3095 2.1926 0.9747 0.17 -0.21 -0.14
Cl -4.0226 1.3055 2.4214 -0.01 -0.14 0.23
C -5.4907 2.9245 0.8639 0.03 0.03 -0.18
Cl -6.6477 2.9521 2.1365 -0.06 -0.04 0.18
C -5.7389 3.6622 -0.2886 0.13 -0.06 0.00
Cl -7.1578 4.6216 -0.4344 -0.18 0.05 0.02
C -4.8174 3.6261 -1.3276 -0.04 -0.13 0.13
Cl -5.1268 4.5049 -2.7757 0.01 0.06 -0.11
```
Positions in Å, forces in eV/Å.

Atom charges from the Löwdin analysis, given in e for atoms 1 to 6: Pt 1.123; O -0.147; C -0.369; C -0.036; C -0.117; C -0.134

This record from the OMol25 dataset describes C22H17BrCsN3O5S as an isolated structure. The level of theory is the ωB97M-V functional and the def2-TZVPD basis.

- max |F| (hartree/bohr) = 0.0593
- molar mass (g/mol) = 648.3
- total charge = 0
- Kohn-Sham gap (eV) = 8.8
- calculated total energy (eV) = -119223.2539

The geometry in XYZ format:
```
50
Properties=species:S:1:pos:R:3:forces:R:3
Cs 3.6530 1.2707 -1.5446 -0.26 -0.02 -0.06
O 5.9786 1.8008 2.6949 0.04 0.55 0.18
C 5.0784 1.9653 3.6494 -0.60 -0.57 0.68
O 5.1193 2.8436 4.4706 0.43 0.43 -0.01
C 4.0078 0.9173 3.7810 0.70 1.30 0.57
C 3.4959 0.6028 5.0150 -0.33 -0.86 -0.11
N 2.5454 -0.3440 4.7676 0.07 0.20 0.93
N 2.3604 -0.5869 3.4524 0.33 0.13 0.69
C 3.2605 0.1950 2.8601 -0.49 -0.86 0.29
C 3.4308 0.1280 1.4026 0.46 -0.41 -0.33
O 4.6190 0.2821 0.9663 -0.02 0.36 0.09
O 2.4348 -0.1151 0.7175 -0.48 0.04 -0.81
H 5.6146 1.1193 2.0984 -0.08 -0.61 -0.82
H 3.7783 0.9513 6.0074 -0.20 -0.20 -0.40
H 2.1103 -0.9210 5.4985 0.08 0.50 -0.97
O 0.1570 -1.1815 -3.4588 -0.28 -0.21 0.61
S 0.0133 -1.7728 -2.0923 -1.65 -0.81 -0.33
C -1.1582 -3.2793 -2.1487 0.50 0.81 0.40
C -1.9652 -3.6111 -3.1975 -1.17 -1.10 -1.44
C -2.9203 -4.6654 -3.0462 0.61 0.38 0.42
C -3.0863 -5.3275 -1.8101 0.92 0.39 -1.33
C -2.1609 -5.0491 -0.8034 -0.48 0.64 0.03
C -1.2783 -3.9771 -0.9602 0.57 -0.85 0.25
C -1.2826 -0.9314 -1.1218 -0.34 0.82 1.57
C -2.6190 -0.7151 -1.5376 0.67 0.12 0.17
C -3.5413 -0.2042 -0.6160 -0.14 0.52 0.23
C -3.1672 0.1024 0.7132 -0.38 0.15 -0.13
C -1.8476 -0.1155 1.1004 0.14 0.67 0.95
C -0.9073 -0.5914 0.2293 0.06 -1.18 -2.81
H -1.8939 -3.1499 -4.1962 0.17 -0.04 0.68
H -3.4520 -5.0108 -3.9384 -0.09 0.34 0.45
H -3.8228 -6.1185 -1.7168 0.13 0.07 0.06
H -2.1886 -5.6414 0.1080 0.12 0.30 -0.03
H -0.5623 -3.7333 -0.1924 -0.02 -0.04 0.45
H -2.9382 -0.9015 -2.5753 0.26 -0.03 0.61
H -4.5597 0.0352 -0.9713 0.63 -0.28 0.33
H -3.8775 0.5565 1.4525 0.61 -0.60 -0.98
H -1.4376 0.1518 2.0849 -0.70 -0.09 -0.26
H 0.1211 -0.7644 0.5228 0.06 0.17 0.17
Br -3.1130 2.9131 -2.9201 0.18 -0.17 -0.03
C -1.5195 3.5725 -2.1360 -0.72 1.32 0.82
C -1.5446 4.9174 -1.6874 1.48 -1.67 -0.38
C -0.3609 5.3943 -1.1198 -0.57 -0.41 -0.30
C 0.7159 4.5179 -1.0130 0.31 0.22 -0.20
N 0.6992 3.2498 -1.4086 0.28 -0.41 0.29
C -0.4240 2.7579 -1.9118 -0.83 0.00 -0.62
H -2.4320 5.4828 -1.8479 -0.36 0.55 0.06
H -0.2725 6.4185 -0.7982 0.03 0.10 0.14
H 1.6765 4.8542 -0.6269 -0.23 0.12 0.06
H -0.5365 1.7074 -2.1953 0.56 0.21 0.13
```
Positions in Å, forces in eV/Å.

Atom charges from the Löwdin analysis, given in e for atoms 1 to 6: Cs 1.069; O 0.128; C -0.499; O 0.097; C -0.083; C -0.010

This record from the OMol25 dataset describes an isolated ion of composition C5H9BrN3 and charge +1. The level of theory is the ωB97M-V functional and the def2-TZVPD basis.

- max |F| (hartree/bohr) = 0.0743
- molar mass (g/mol) = 191.1
- total charge = +1
- Kohn-Sham gap (eV) = 7.7
- structure (SMILES) = N[C@@]1(Br)C=CC=N[C@H]1[NH3+]
- calculated total energy (eV) = -79835.0682

The geometry in XYZ format:
```
18
Properties=species:S:1:pos:R:3:forces:R:3
C -0.4787 1.8201 1.1645 -0.44 -3.46 -1.57
C -0.6610 0.5005 1.4487 0.03 0.66 0.13
C -0.4591 2.1283 -0.2836 0.31 0.83 0.39
C -0.3199 -0.0787 -1.0356 1.03 2.85 2.16
C -0.7939 -0.4426 0.3355 -1.73 -2.73 -0.60
N -0.4428 1.3555 -1.3171 0.82 0.22 1.14
N -0.5345 -1.8269 0.5636 -0.46 1.73 0.08
N 1.2656 -0.3465 -0.9446 -0.71 -0.17 -2.23
Br -3.1138 -0.0040 -0.2132 1.43 -0.57 0.42
H -0.5362 2.5761 1.8866 0.24 0.98 0.80
H -0.8057 0.0680 2.4491 0.08 0.45 -0.39
H -0.4373 3.2071 -0.4103 -0.19 -0.02 -0.83
H -0.7764 -0.5349 -1.8373 -0.61 -1.79 -1.53
H -0.7417 -2.1331 1.5355 0.03 -0.27 -1.46
H -0.6967 -2.4427 -0.2723 -0.14 0.59 1.79
H 1.6630 -1.1638 -1.4981 -0.87 1.19 0.73
H 1.3864 -0.5601 0.0490 0.85 0.55 -0.18
H 1.6061 0.5546 -1.3777 0.33 -1.02 1.13
```
Positions in Å, forces in eV/Å.

Atom charges from the natural (NBO) analysis, given in e for atoms 1 to 6: C -0.213; C -0.212; C 0.137; C 0.033; C 0.238; N -0.416

- Which of these has the lowest calculated total energy?
  C56H50Cl5N4O2Pt

- Which formula does entry 2 have?
  C22H17BrCsN3O5S

- What is the formula in the first record?
  C56H50Cl5N4O2Pt